Computed, not measured: 8 unconnected molecules or ions with the total composition C58H56Cl7N4O8, with the ωB97M-V functional and the def2-TZVPD basis.

```
133
Properties=species:S:1:pos:R:3:forces:R:3
C -6.154130 -0.714303 -7.010729 0.12 1.06 -0.82
N -5.431862 -0.802095 -5.730879 -0.65 -0.72 0.06
C -6.103497 -1.249954 -4.629162 0.95 0.21 -0.22
C -5.376080 -1.570368 -3.501285 -0.29 1.42 0.16
C -4.019188 -1.233063 -3.465824 0.30 -1.17 1.08
C -3.361995 -0.791946 -4.583248 -0.22 0.08 -0.91
C -4.115059 -0.596520 -5.733878 0.84 -0.22 0.59
C -3.233180 -1.468912 -2.211919 0.51 0.47 0.34
C -3.178980 -2.697835 -1.561720 -0.57 0.57 -0.20
C -2.436523 -2.819982 -0.399239 0.12 -1.15 -0.99
N -1.629788 -1.848869 0.016951 -0.58 1.13 -0.23
C -1.651460 -0.632816 -0.574978 -0.26 -0.65 -0.02
C -2.479539 -0.425736 -1.659358 0.00 0.29 0.05
C -0.687651 -2.049729 1.106141 0.40 -0.88 0.73
H -5.606014 0.018952 -7.601071 -0.12 -0.11 -0.17
H -7.161173 -0.318926 -6.900830 -0.01 -0.19 0.36
H -6.171468 -1.652873 -7.560054 0.07 -0.18 0.35
H -7.178922 -1.253007 -4.725173 -0.02 -0.37 0.09
H -5.850852 -1.795478 -2.556245 -0.30 -0.41 -0.24
H -2.284023 -0.699733 -4.636476 -0.01 0.24 0.09
H -3.596575 -0.305508 -6.637431 -0.43 0.00 -0.25
H -3.764239 -3.505535 -1.980619 0.16 -0.31 0.38
H -2.381326 -3.784168 0.088912 0.08 0.15 0.28
H -0.971082 0.082239 -0.126507 0.09 0.26 -0.32
H -2.561713 0.583250 -2.040264 0.16 -0.08 -0.24
H -0.483347 -1.156334 1.687584 0.15 0.25 -0.50
H 0.213549 -2.463184 0.647868 0.15 0.19 0.32
H -1.095600 -2.758142 1.828568 0.00 -0.18 -0.26
C -1.758468 -0.011075 4.402144 -0.91 -0.81 -1.03
N -1.928222 0.823771 3.181238 0.19 0.19 -0.04
C -3.036939 0.730500 2.402137 0.51 1.26 0.67
C -3.243426 1.686048 1.416037 -0.25 -0.85 0.22
C -2.230369 2.606711 1.086529 -0.49 -0.82 0.33
C -1.074102 2.570246 1.836831 -0.30 0.93 -0.93
C -0.961619 1.692126 2.882259 0.37 -0.18 0.06
C -2.400555 3.668816 0.068466 -0.76 1.09 -0.29
C -2.871917 4.905780 0.513179 0.12 -0.20 -0.08
C -3.126054 5.909784 -0.396984 0.08 0.32 0.58
N -2.777104 5.803957 -1.679216 0.69 -0.06 -0.46
C -2.206626 4.671504 -2.131494 -0.79 -0.84 0.47
C -2.133165 3.563780 -1.301440 1.13 -0.09 0.42
C -2.798007 7.004327 -2.548463 -0.59 -0.25 -0.66
H -0.832779 0.250703 4.898444 -0.18 0.02 0.07
H -1.718544 -1.026837 4.002226 0.30 0.47 0.49
H -2.655510 0.034929 5.014090 0.09 0.51 0.17
H -3.763384 0.003128 2.734968 -0.16 0.06 -0.18
H -4.249068 1.674176 1.015034 0.20 0.20 -0.54
H -0.338388 3.327803 1.599397 0.45 -0.48 0.45
H -0.069543 1.692902 3.475295 0.22 -0.07 0.36
H -2.964629 5.122929 1.568381 -0.36 -0.07 -0.02
H -3.571912 6.844205 -0.084711 0.14 0.08 -0.06
H -1.922297 4.604468 -3.170555 0.14 0.30 0.00
H -1.601603 2.683118 -1.640954 -0.21 -0.03 -0.31
H -1.802703 7.435458 -2.619761 -0.06 0.19 0.43
H -3.580236 7.666149 -2.189746 0.35 0.27 0.18
H -3.091770 6.722885 -3.559678 0.01 -0.24 0.09
Cl 2.187714 1.265630 0.431211 1.28 1.74 -0.43
O 3.172879 1.895335 -0.411445 -0.11 -1.22 -0.16
O 2.657612 0.108013 1.143471 -0.17 -0.04 -0.43
O 1.882019 2.319750 1.406398 -1.40 -0.94 0.14
O 1.041037 0.881460 -0.420667 -0.21 0.27 1.06
Cl 4.162520 5.271985 4.392914 0.06 -0.05 0.12
C 3.647791 4.021874 5.564320 0.16 0.02 -0.57
C 2.788259 2.971037 4.869944 0.25 0.33 0.77
Cl 1.091915 3.495262 4.715675 -0.52 0.21 0.29
H 3.181353 4.547736 6.393139 -0.43 -0.17 -0.14
H 4.514284 3.522260 5.998019 0.23 0.12 -0.36
H 2.852616 2.100525 5.520235 -0.45 -0.26 -0.32
H 3.029036 2.753840 3.833908 0.69 -0.11 0.18
Cl 0.034103 6.331224 1.825480 -0.17 0.06 -0.03
C 1.262112 5.200337 1.207268 1.02 0.31 -0.66
C 2.435982 5.859852 0.505861 0.15 0.62 0.45
Cl 2.043087 6.632996 -1.076939 0.00 -0.52 0.47
H 0.790777 4.531642 0.490024 -0.04 -0.18 0.26
H 1.728544 4.687290 2.046825 -0.52 -0.22 0.08
H 3.234069 5.121723 0.427758 -0.22 -0.18 -0.65
H 2.877995 6.640195 1.124649 -0.28 0.16 0.00
Cl 7.092645 -0.509501 0.291936 0.75 -0.63 -0.33
C 6.178573 0.741679 -0.529346 -2.46 0.37 0.89
C 6.932618 1.867810 -1.196701 0.34 -0.55 0.00
Cl 7.183367 1.564421 -2.961143 -0.01 0.03 0.46
H 5.508397 1.029272 0.289746 0.64 1.17 0.08
H 5.335417 0.335732 -1.095012 0.85 -0.45 -0.90
H 7.910377 1.939750 -0.726174 0.08 0.14 -0.19
H 6.433769 2.827560 -1.114430 -0.23 -0.10 0.02
C -0.627671 -3.028573 -8.242542 -0.97 -0.73 1.00
C -0.714297 -1.703347 -7.840054 0.14 -0.28 -0.15
C -0.248537 -1.360352 -6.580615 -0.28 1.22 0.10
C 0.216451 -2.283796 -5.675327 -0.40 -1.70 0.18
C 0.065559 -3.657707 -5.983595 0.56 1.80 0.23
C -0.345647 -3.985852 -7.260795 0.76 -0.92 -0.19
C 0.512067 -4.674801 -4.997581 0.56 -1.05 0.47
O 0.432740 -5.859552 -5.229301 -0.30 -0.01 -0.22
C 1.147376 -4.248757 -3.697755 -0.34 1.43 0.32
C 1.696769 -5.131511 -2.781959 0.07 -0.50 -0.30
C 2.328938 -4.678844 -1.632625 -0.30 -0.29 0.59
C 2.390330 -3.324220 -1.306215 -0.98 -0.64 -0.48
C 1.814288 -2.437827 -2.201033 0.01 0.32 1.10
C 1.178868 -2.880746 -3.354042 0.66 -0.19 -1.14
C 0.818655 -1.872425 -4.385624 -0.11 1.16 0.50
O 1.036247 -0.688924 -4.178684 -0.35 -0.12 -0.02
H -0.972020 -3.382377 -9.203907 0.22 0.22 -0.18
H -1.124086 -0.951121 -8.501805 0.24 0.07 -0.08
H -0.257996 -0.321281 -6.264608 0.22 0.03 -0.13
H -0.280419 -5.054636 -7.445773 -0.39 0.10 -0.48
H 1.634306 -6.197600 -2.961709 0.05 0.03 -0.12
H 2.663086 -5.439932 -0.938140 0.28 0.13 0.01
H 2.701428 -2.950349 -0.340595 0.55 -0.15 -0.08
H 1.855561 -1.407469 -1.864876 -0.22 0.26 -0.74
C -1.676369 -4.333056 5.364666 0.62 -0.12 0.23
C -0.987311 -5.241794 6.179520 0.55 0.13 -0.83
C 0.380790 -5.089769 6.348880 0.13 -0.07 1.00
C 1.086029 -4.015025 5.823291 0.16 -0.93 -0.18
C 0.406398 -3.165091 4.982643 0.19 1.56 0.03
C -0.960023 -3.270301 4.800995 -1.00 -1.35 -0.27
C 1.101620 -1.973939 4.431050 0.72 0.54 -0.41
O 0.532820 -1.219659 3.642843 0.02 -0.26 -0.02
C 2.496097 -1.661460 4.863868 0.03 -0.73 0.92
C 3.129003 -0.497408 4.450219 -0.69 -1.00 -0.94
C 4.441148 -0.261944 4.803010 -0.95 1.19 -0.36
C 5.088094 -1.073361 5.699069 0.41 -0.36 -0.94
C 4.456667 -2.235701 6.151749 1.12 0.50 0.50
C 3.187443 -2.552549 5.735025 -0.95 0.60 -1.00
C 2.552704 -3.840981 6.103990 -0.05 0.15 0.94
O 3.167480 -4.670653 6.725256 -0.05 -0.35 -0.11
H -2.723696 -4.492674 5.149514 -0.07 0.19 0.07
H -1.392376 -6.151519 6.599702 -0.58 0.25 0.01
H 0.874682 -5.790115 7.011890 0.27 0.04 -0.19
H -1.480719 -2.613015 4.118221 0.20 -0.20 0.14
H 2.652734 0.057491 3.648573 -0.02 0.33 0.28
H 4.836106 0.633116 4.332797 0.72 -0.23 0.28
H 6.151298 -0.885332 5.789780 -0.07 -0.18 0.81
H 5.027170 -2.841665 6.842889 -0.31 -0.43 -0.12
```
Positions in Å, forces in eV/Å.

Computed properties:
LUMO energy = -8.96 eV
Charge = +3
Highest occupied orbital energy = -0.5115 Eh